# C2H8ClN2P

An isolated molecule of C2H8ClN2P at a distorted geometry (ωB97M-V/def2-TZVPD, the OMol25 dataset).

Each line ends with the natural charge from an NBO analysis.
CARTESIAN COORDINATES (ANGSTROEM)
C (-1.18, 1.88, 0.12)  -0.429
C (0.46, -2.33, -0.08)  -0.427
N (0.30, 1.80, -0.09)  -0.952
N (0.09, -1.03, 0.36)  -0.873
P (0.76, 0.41, -0.94)  1.080
Cl (2.60, 0.28, -0.29)  -0.280
H (-1.61, 1.02, 0.55)  0.185
H (-1.29, 2.79, 0.74)  0.215
H (-1.66, 2.12, -0.85)  0.202
H (-0.32, -2.71, -0.61)  0.179
H (1.27, -2.25, -0.77)  0.178
H (0.76, -2.86, 0.78)  0.195
H (0.77, 1.83, 0.85)  0.388
H (-0.95, -0.94, 0.23)  0.338

Calculated values
F_max = 4.84 eV/A
Relative energy (zero: lowest compared OMol25 entry of this formula, charge and spin) = 0.786 eV
SMILES string = CNP(Cl)NC